The following is a DFT calculation (ωB97M-V with the def2-TZVPD basis set) of 15 unconnected molecules or ions with the total composition C21H41Cl30NOSi in a non-equilibrium geometry.

CARTESIAN COORDINATES (ANGSTROEM)
C 0.406 -1.016 -2.367
C 0.093 0.088 -2.020
C -0.308 1.417 -1.613
Si -1.853 2.004 -2.550
C -3.327 1.664 -1.429
C -3.480 0.098 -1.300
C -4.860 -0.347 -1.689
N -5.209 -0.130 -3.024
O -5.620 -0.882 -0.912
H 0.423 -1.993 -2.781
H -0.583 1.404 -0.560
H 0.513 2.116 -1.745
H -1.736 3.420 -2.966
H -2.007 1.116 -3.719
H -3.122 2.050 -0.441
H -4.220 2.090 -1.860
H -2.738 -0.406 -1.922
H -3.255 -0.171 -0.278
H -6.206 0.052 -3.077
H -4.752 0.707 -3.367
C -5.440 4.753 -0.215
Cl -4.941 3.622 1.048
Cl -4.375 4.704 -1.635
H -6.443 4.478 -0.519
H -5.427 5.762 0.176
C 1.032 -3.358 1.380
Cl 0.526 -2.558 -0.120
Cl 2.766 -3.726 1.378
H 0.824 -2.692 2.207
H 0.488 -4.280 1.491
C 3.716 0.036 -4.755
Cl 3.921 0.826 -3.179
Cl 2.308 0.633 -5.634
H 4.599 0.239 -5.342
H 3.600 -1.029 -4.597
C 4.128 4.056 -1.126
Cl 4.759 5.672 -0.783
Cl 2.441 3.888 -0.617
H 4.190 3.878 -2.192
H 4.723 3.334 -0.585
C -6.449 -3.314 -4.212
Cl -7.748 -2.453 -5.046
Cl -5.233 -3.928 -5.340
H -5.962 -2.626 -3.529
H -6.875 -4.152 -3.676
C 0.046 -4.221 5.225
Cl 0.523 -2.530 5.011
Cl -0.586 -4.919 3.725
H 0.916 -4.788 5.532
H -0.727 -4.274 5.981
C -0.614 0.905 3.092
Cl -1.857 1.872 2.271
Cl 0.651 0.384 1.967
H -0.168 1.511 3.864
H -1.082 0.028 3.516
C -2.118 -2.146 -6.231
Cl -0.378 -1.804 -6.152
Cl -3.040 -1.282 -5.006
H -2.484 -1.856 -7.208
H -2.257 -3.210 -6.077
C 6.707 2.465 -6.669
Cl 6.204 0.896 -7.321
Cl 8.238 3.006 -7.358
H 5.942 3.194 -6.906
H 6.824 2.370 -5.595
C 2.730 -2.549 -8.334
Cl 2.662 -2.450 -10.095
Cl 3.974 -1.486 -7.659
H 1.770 -2.249 -7.931
H 2.960 -3.569 -8.052
C 6.801 0.986 -1.047
Cl 6.957 2.503 -1.947
Cl 6.563 1.280 0.680
H 5.946 0.444 -1.430
H 7.709 0.411 -1.183
C -2.466 -2.636 7.957
Cl -0.761 -2.239 8.208
Cl -2.752 -4.381 7.988
H -3.049 -2.176 8.744
H -2.768 -2.252 6.989
C 1.226 -0.557 11.018
Cl 1.937 -1.084 12.548
Cl 2.379 -0.652 9.682
H 0.383 -1.198 10.789
H 0.905 0.471 11.122
C 2.605 0.183 5.189
Cl 3.079 1.803 5.712
Cl 0.911 -0.163 5.569
H 2.732 0.115 4.115
H 3.228 -0.544 5.695
C -2.029 2.330 7.109
Cl -2.305 0.771 6.312
Cl -0.506 3.071 6.613
H -2.840 2.995 6.841
H -2.005 2.168 8.179

Forces on atoms 1 to 2 (eV/Å):
C -0.54 0.15 -0.68
C 0.11 0.06 -0.05

## Properties
E   -15049.88405 Eh
Multiplicity   1
Orbital gap   9.3 eV

Listed below, in e, are the Löwdin charges computed for each atom: number 1, C, carries -0.04; number 2, C, carries -0.26; number 3, C, carries -0.31; number 4, Si, carries 0.67; number 5, C, carries -0.36; number 6, C, carries -0.16; number 7, C, carries -0.54; number 8, N, carries 0.12; number 9, O, carries 0.07; number 10, H, carries 0.01; number 11, H, carries 0.03; number 12, H, carries 0.03; number 13, H, carries -0.04; number 14, H, carries -0.04; number 15, H, carries 0.00; number 16, H, carries 0.01; number 17, H, carries 0.08; number 18, H, carries 0.11; number 19, H, carries 0.11; number 20, H, carries 0.07; number 21, C, carries -0.98; number 22, Cl, carries 0.53; number 23, Cl, carries 0.55; number 24, H, carries 0.03; number 25, H, carries 0.02; number 26, C, carries -1.05; number 27, Cl, carries 0.58; number 28, Cl, carries 0.50; number 29, H, carries -0.05; number 30, H, carries -0.04; number 31, C, carries -1.04; number 32, Cl, carries 0.55; number 33, Cl, carries 0.49; number 34, H, carries -0.06; number 35, H, carries 0.02; number 36, C, carries -1.08; number 37, Cl, carries 0.51; number 38, Cl, carries 0.53; number 39, H, carries 0.00; number 40, H, carries -0.04; number 41, C, carries -1.01; number 42, Cl, carries 0.50; number 43, Cl, carries 0.50; number 44, H, carries -0.01; number 45, H, carries 0.03; number 46, C, carries -0.95; number 47, Cl, carries 0.47; number 48, Cl, carries 0.56; number 49, H, carries 0.03; number 50, H, carries -0.03; number 51, C, carries -1.05; number 52, Cl, carries 0.53; number 53, Cl, carries 0.56; number 54, H, carries -0.04; number 55, H, carries -0.01; number 56, C, carries -1.01; number 57, Cl, carries 0.52; number 58, Cl, carries 0.53; number 59, H, carries 0.03; number 60, H, carries 0.01; number 61, C, carries -1.01; number 62, Cl, carries 0.51; number 63, Cl, carries 0.52; number 64, H, carries 0.03; number 65, H, carries 0.02; number 66, C, carries -1.01; number 67, Cl, carries 0.52; number 68, Cl, carries 0.51; number 69, H, carries -0.03; number 70, H, carries 0.03; number 71, C, carries -1.01; number 72, Cl, carries 0.52; number 73, Cl, carries 0.52; number 74, H, carries -0.03; number 75, H, carries 0.03; number 76, C, carries -1.01; number 77, Cl, carries 0.52; number 78, Cl, carries 0.53; number 79, H, carries 0.03; number 80, H, carries 0.01; number 81, C, carries -1.04; number 82, Cl, carries 0.51; number 83, Cl, carries 0.49; number 84, H, carries -0.01; number 85, H, carries 0.02; number 86, C, carries -0.96; number 87, Cl, carries 0.52; number 88, Cl, carries 0.43; number 89, H, carries 0.01; number 90, H, carries 0.03; number 91, C, carries -0.99; number 92, Cl, carries 0.52; number 93, Cl, carries 0.52; number 94, H, carries 0.03; number 95, H, carries 0.03



The following is a DFT calculation (ωB97M-V with the def2-TZVPD basis set) of a molecular structure, C3H9NS in a non-equilibrium geometry.

CARTESIAN COORDINATES (ANGSTROEM)
C -1.180 -0.274 0.715
C -0.638 1.251 0.391
C 0.545 0.917 -0.511
H -2.416 0.140 -0.990
H -2.587 -1.425 -0.682
H -0.126 -1.051 0.559
H -1.870 -0.701 1.878
H 0.029 1.487 1.300
H -1.464 2.008 0.348
H 1.351 1.726 -0.768
H 0.388 0.769 -1.663
H 0.398 -1.577 0.628
N -1.801 -0.706 -0.682
S 1.659 -0.488 0.037

Forces on atoms 1 to 2 (eV/Å):
C -2.81 -1.54 -0.63
C 1.48 -3.07 4.14

## Properties
E   -572.37344 Eh
Multiplicity   1
Relative energy (zero: lowest compared OMol25 entry of this formula, charge and spin)   167.3 kcal per mole
Orbital gap   8.3 eV

Listed below, in e, are the Löwdin charges computed for each atom: number 1, C, carries -0.29; number 2, C, carries -0.25; number 3, C, carries -0.62; number 4, H, carries 0.08; number 5, H, carries 0.07; number 6, H, carries -0.10; number 7, H, carries 0.19; number 8, H, carries 0.11; number 9, H, carries 0.11; number 10, H, carries 0.09; number 11, H, carries 0.08; number 12, H, carries 0.06; number 13, N, carries -0.08; number 14, S, carries 0.56



The following is a DFT calculation (ωB97M-V with the def2-TZVPD basis set) of a single C5H8O molecule in a non-equilibrium geometry.

CARTESIAN COORDINATES (ANGSTROEM)
C 0.868 1.349 -0.722
C 0.156 -0.228 -0.450
O 0.815 -1.051 -1.299
C -1.353 -0.234 -0.097
C -1.222 -0.466 1.192
C 0.272 -0.585 1.154
H 1.930 0.921 -0.856
H 0.738 2.054 0.098
H 0.440 1.704 -1.565
H 0.168 -1.469 -1.888
H -2.312 -0.054 -0.667
H -1.940 -0.478 2.082
H 0.839 0.113 1.662
H 0.601 -1.576 1.357

Forces on atoms 1 to 2 (eV/Å):
C 1.26 -5.17 2.94
C 0.09 3.86 3.57

## Properties
E   -270.44668 Eh
Multiplicity   1
Relative energy (zero: lowest compared OMol25 entry of this formula, charge and spin)   69.8 kcal per mole
Orbital gap   10.1 eV

Listed below, in e, are the Löwdin charges computed for each atom: number 1, C, carries 0.03; number 2, C, carries -0.45; number 3, O, carries 0.00; number 4, C, carries -0.06; number 5, C, carries -0.09; number 6, C, carries -0.10; number 7, H, carries 0.10; number 8, H, carries 0.06; number 9, H, carries 0.00; number 10, H, carries 0.12; number 11, H, carries 0.11; number 12, H, carries 0.12; number 13, H, carries 0.07; number 14, H, carries 0.09